Computed, not measured: a structure of composition C42H126CrNO22 at a distorted geometry, with ωB97M-V/def2-TZVPD.

Its expectation value of S² is 6.01. For the orbital gap (alpha / beta), the calculation gives 8.56 / 10.37 eV. The highest occupied orbital energy (alpha / beta) is -9.768 / -11.582 eV. The multiplicity is 5. As for the net charge: +1. For the total energy, the calculation gives -120542.1831 eV.

Each line ends with the Löwdin charge.
Atoms and positions in Å:
Cr 0.772 -0.489 -3.784  0.83
C 0.800 -1.957 -0.168  0.03
C -0.260 -0.730 0.122  -0.38
C 0.270 0.015 1.354  -0.11
C -0.625 1.205 1.481  -0.17
C -0.552 2.202 0.314  -0.07
C -0.866 1.518 -1.054  -0.39
N -0.159 0.156 -1.095  -0.08
O -0.395 -0.522 -2.257  -0.25
C -0.228 2.322 -2.098  -0.03
C -2.408 1.313 -1.283  0.02
C -1.614 -1.371 0.420  0.01
H 1.569 -1.711 -0.920  0.05
H 0.403 -2.851 -0.639  0.07
H 1.235 -2.116 0.845  0.09
H 1.336 0.389 1.253  0.13
H 0.151 -0.674 2.154  0.11
H -0.241 1.681 2.376  0.09
H -1.650 1.039 1.621  0.08
H 0.425 2.676 0.254  0.11
H -1.310 3.018 0.434  0.14
H -0.391 1.901 -3.171  0.11
H 0.885 2.380 -1.970  0.10
H -0.569 3.343 -2.088  0.08
H -2.588 0.557 -2.002  0.07
H -2.838 2.238 -1.762  0.09
H -3.083 0.958 -0.460  0.07
H -1.520 -1.949 1.335  0.09
H -1.891 -2.008 -0.413  0.09
H -2.346 -0.543 0.588  0.06
C 2.437 -2.085 -6.286  -0.09
O 2.003 -1.863 -4.934  -0.22
H 2.522 -1.113 -6.768  0.09
H 3.381 -2.602 -6.321  0.09
H 1.745 -2.671 -6.930  0.08
H 2.586 -2.422 -4.320  0.07
C 1.885 0.599 6.240  -0.16
O 1.335 0.552 4.955  -0.13
H 2.073 1.594 6.681  0.08
H 1.228 0.053 6.942  0.09
H 2.887 0.108 6.260  0.09
H 0.564 1.093 4.980  0.03
C 4.186 -3.458 2.345  -0.18
O 5.202 -3.213 3.285  -0.12
H 4.595 -3.399 1.346  0.06
H 3.760 -4.467 2.471  0.06
H 3.325 -2.754 2.476  0.08
H 5.521 -4.007 3.754  0.09
C 2.602 5.094 -0.056  -0.14
O 2.875 3.853 -0.655  -0.16
H 3.076 5.109 0.927  0.06
H 3.003 5.991 -0.648  0.10
H 1.534 5.300 -0.046  0.07
H 3.473 3.392 -0.047  0.05
C 3.591 -3.637 -1.794  -0.10
O 3.089 -2.723 -2.813  -0.23
H 4.624 -3.408 -1.423  0.09
H 2.869 -3.478 -0.976  0.06
H 3.622 -4.653 -2.228  0.08
H 2.807 -1.753 -2.454  0.08
C 3.324 0.305 -3.176  -0.23
O 2.245 -0.221 -2.524  -0.43
H 4.181 0.019 -2.559  0.09
H 3.502 -0.079 -4.225  0.11
H 3.307 1.394 -3.281  0.07
H 2.774 0.970 -0.965  0.07
C -4.397 3.959 2.677  -0.15
O -4.467 2.851 1.819  -0.12
H -3.460 3.951 3.212  0.06
H -4.641 4.906 2.172  0.09
H -5.091 3.798 3.498  0.08
H -4.110 2.097 2.281  0.04
C -2.527 -4.773 -3.525  -0.10
O -2.111 -3.401 -3.216  -0.13
H -2.216 -5.060 -4.551  0.08
H -2.072 -5.479 -2.833  0.07
H -3.613 -4.795 -3.458  0.08
H -1.338 -3.413 -2.687  0.03
C 0.976 -5.259 -3.133  -0.14
O 0.014 -5.153 -2.113  -0.13
H 1.832 -5.766 -2.739  0.07
H 0.566 -5.717 -4.004  0.08
H 1.393 -4.309 -3.479  0.06
H 0.421 -5.726 -1.439  0.05
C -1.142 -1.841 -6.099  -0.09
O -1.139 -1.269 -4.788  -0.18
H -0.147 -2.014 -6.522  0.06
H -1.727 -2.835 -6.072  0.12
H -1.762 -1.212 -6.711  0.07
H -1.784 -1.675 -4.193  0.07
C 3.518 4.361 -4.126  -0.12
O 2.550 3.575 -3.396  -0.18
H 3.111 5.215 -4.667  0.07
H 4.356 4.629 -3.455  0.09
H 3.884 3.722 -4.958  0.08
H 2.743 3.480 -2.433  0.04
C -2.432 4.960 -2.930  -0.19
O -2.647 5.129 -1.567  -0.11
H -3.318 5.205 -3.457  0.07
H -1.590 5.561 -3.297  0.09
H -2.277 3.910 -3.159  0.05
H -2.642 6.065 -1.337  0.09
C 2.050 -3.288 5.268  -0.18
O 1.445 -2.476 4.329  -0.14
H 2.728 -2.634 5.816  0.08
H 1.377 -3.784 5.940  0.07
H 2.599 -4.094 4.772  0.07
H 1.439 -1.515 4.550  0.06
C 2.336 -6.165 0.840  -0.15
O 1.332 -6.671 -0.009  -0.12
H 1.861 -5.351 1.457  0.09
H 2.713 -6.879 1.530  0.07
H 3.162 -5.772 0.262  0.07
H 0.608 -6.954 0.566  0.06
C 4.161 0.439 0.299  -0.10
O 3.047 1.280 -0.048  -0.17
H 3.919 -0.142 1.222  0.10
H 4.390 -0.259 -0.472  0.06
H 5.042 0.945 0.489  0.05
H 0.799 0.350 -1.109  0.10
C -3.620 -0.636 3.559  -0.04
C -4.492 -1.060 2.390  -0.51
C -5.995 -1.178 2.705  -0.05
O -4.258 -0.042 1.453  -0.12
H -3.632 -1.318 4.431  0.09
H -4.037 0.306 3.848  0.07
H -2.566 -0.451 3.267  0.07
H -4.182 -2.034 2.022  0.12
H -6.166 -1.671 3.706  0.09
H -6.556 -1.777 1.882  0.10
H -6.586 -0.242 2.661  0.08
H -4.807 -0.065 0.603  0.11
C 1.179 3.207 -6.645  -0.04
C 0.413 2.395 -5.675  -0.45
C -0.813 1.718 -6.287  -0.03
O 1.273 1.393 -5.008  -0.10
H 0.467 3.827 -7.170  0.09
H 1.676 2.571 -7.425  0.11
H 1.973 3.811 -6.195  0.06
H 0.061 3.102 -4.923  0.12
H -1.387 2.504 -6.822  0.10
H -1.566 1.327 -5.534  0.10
H -0.499 0.906 -6.920  0.07
H 1.820 1.923 -4.452  0.02
C -1.463 -5.101 3.683  -0.05
C -0.724 -6.334 3.254  -0.51
C -0.769 -7.430 4.272  -0.05
O -1.108 -6.695 1.936  -0.03
H -1.332 -4.141 3.147  0.08
H -1.165 -4.914 4.682  0.06
H -2.558 -5.214 3.696  0.09
H 0.367 -6.079 3.118  0.14
H -0.057 -8.277 4.039  0.11
H -1.799 -7.772 4.420  0.09
H -0.534 -7.092 5.248  0.06
H -2.021 -6.556 1.849  0.06
C 5.065 3.831 3.978  -0.03
C 4.450 2.948 2.878  -0.44
C 2.889 2.861 2.762  -0.02
O 4.845 3.399 1.584  -0.09
H 6.113 3.700 4.022  0.06
H 4.683 3.491 4.964  0.09
H 4.729 4.857 3.802  0.09
H 4.748 1.899 2.966  0.13
H 2.375 2.609 3.696  0.06
H 2.713 2.142 1.941  0.06
H 2.455 3.802 2.467  0.05
H 5.827 3.551 1.623  0.13
C -7.697 1.711 -1.459  -0.06
C -6.358 1.399 -2.020  -0.46
C -5.711 2.487 -2.888  -0.04
O -5.444 1.096 -0.930  -0.08
H -8.368 1.688 -2.338  0.09
H -7.624 2.693 -1.019  0.08
H -8.121 0.986 -0.764  0.09
H -6.461 0.478 -2.638  0.14
H -4.908 2.055 -3.533  0.09
H -5.332 3.182 -2.228  0.04
H -6.496 2.965 -3.493  0.09
H -5.051 1.863 -0.558  0.04
C -1.308 3.736 6.564  -0.06
C -0.770 3.922 5.202  -0.55
C 0.643 4.493 5.237  -0.03
O -0.850 2.676 4.645  -0.02
H -2.331 3.386 6.543  0.09
H -1.275 4.643 7.138  0.08
H -0.734 3.016 7.115  0.08
H -1.401 4.683 4.745  0.14
H 1.326 3.729 5.574  0.06
H 0.627 5.379 5.911  0.10
H 0.957 4.854 4.271  0.07
H -0.503 2.765 3.789  0.04

Forces on the atoms, in the same order (eV/Å):
Cr -0.7 -0.8 -0.5
C -0.3 1.6 0.4
C 2.3 -3.3 -0.3
C 0.0 0.7 -2.3
C 1.2 2.1 0.6
C -0.5 -0.3 -0.3
C -1.6 -0.8 1.7
N -1.9 -0.2 0.6
O -1.3 -0.3 0.3
C 1.4 -0.1 -3.2
C -0.2 1.0 0.2
C -0.1 1.9 -0.6
H -0.1 0.6 0.8
H -0.7 -0.2 0.5
H -0.1 -0.5 -0.9
H -1.1 -0.8 0.0
H 0.2 -0.4 1.0
H -0.2 0.6 0.2
H -1.4 -0.9 0.5
H 0.3 0.0 0.0
H 0.6 -0.7 0.0
H 0.0 0.7 1.8
H -0.9 -0.2 0.1
H -0.2 0.3 0.1
H 0.2 -0.9 -1.0
H 0.5 -0.7 0.9
H 1.2 0.9 -0.2
H 0.0 -0.1 0.0
H -0.3 -0.1 0.0
H 0.3 -1.3 -0.1
C -0.7 0.4 -0.5
O 0.6 -1.1 -0.4
H 0.2 0.1 0.0
H 0.5 -0.1 0.2
H 0.1 0.1 0.8
H -0.8 0.6 -0.2
C 0.9 -0.8 1.6
O 1.1 -0.4 -0.4
H -0.3 0.0 -0.6
H 0.3 0.2 -0.1
H -0.8 0.2 -0.3
H -1.3 0.8 -0.2
C -1.0 -0.6 0.4
O 0.6 0.1 0.9
H 0.0 0.2 -0.4
H 0.1 0.3 -0.1
H 0.8 -0.3 0.0
H -0.5 0.5 -0.7
C 0.6 1.9 -0.8
O 0.2 0.0 -0.1
H -0.4 0.3 0.0
H -0.1 -1.3 0.6
H -0.2 -0.3 0.4
H -0.1 -0.3 -0.3
C -0.3 1.1 -0.2
O 0.5 1.4 0.9
H -0.8 0.1 -0.5
H 0.5 -0.9 0.1
H -0.3 0.6 0.4
H 0.6 -2.1 -0.6
C 2.2 0.3 -1.0
O -1.3 -0.3 0.2
H 0.7 0.3 -0.5
H -0.2 0.1 1.0
H 0.0 0.0 0.3
H 0.3 0.5 1.4
C -0.5 -0.3 1.0
O -0.1 0.3 -1.1
H 0.8 0.6 -0.2
H 0.3 -0.5 0.0
H -0.6 0.4 0.1
H 0.0 -0.6 0.0
C 0.4 0.8 -0.2
O -1.6 -0.7 -1.2
H -0.2 0.3 0.5
H -0.2 0.2 0.0
H 0.1 0.0 0.0
H 1.3 -0.4 0.9
C 0.5 1.0 -0.5
O 0.4 0.0 0.5
H 0.5 -0.8 -0.1
H -0.2 -0.8 -0.6
H -0.5 0.4 0.3
H -0.6 0.3 0.6
C -1.9 -2.0 0.5
O 1.5 0.8 -0.1
H -0.3 0.3 0.4
H 1.2 1.2 0.0
H 0.1 0.5 -0.7
H 0.0 -0.6 0.0
C 0.5 -1.4 0.2
O -0.2 0.2 -0.4
H -0.4 0.3 0.7
H -0.4 0.1 -0.5
H 0.2 0.2 0.6
H 0.2 0.7 -0.5
C 0.5 0.1 -0.5
O 0.2 -0.1 1.3
H -0.9 0.6 -0.9
H -0.1 -0.2 -0.1
H 0.3 -0.1 0.2
H 0.0 -0.2 -0.2
C 1.2 0.4 0.4
O -1.3 1.2 -1.5
H 0.4 -0.6 0.5
H -0.7 0.0 0.5
H 0.2 0.2 -0.1
H 0.1 -1.0 0.1
C -1.2 1.8 0.5
O 0.0 -0.4 -0.4
H 0.8 -0.4 -0.5
H 0.4 -1.0 0.5
H 0.0 0.1 -0.2
H -0.3 0.0 -0.1
C -2.2 -1.3 1.0
O 0.4 -1.0 -1.6
H 0.0 0.3 -0.6
H 0.0 -0.7 -0.7
H 1.6 1.6 0.4
H 2.3 0.7 0.0
C 0.3 -0.5 0.3
C -0.7 -0.1 0.2
C -1.4 -1.0 -0.5
O -0.6 0.7 -2.1
H -0.1 0.2 -0.5
H -0.1 0.8 0.6
H -0.6 -0.3 0.0
H 0.3 -0.2 -0.3
H 0.1 0.4 -1.1
H 1.2 0.5 1.4
H 0.9 0.0 0.4
H 0.6 -0.2 1.6
C 1.3 -0.6 -1.6
C -0.7 -0.7 1.0
C -0.9 0.6 1.1
O -1.6 0.0 -1.4
H 0.0 0.5 -0.1
H -0.4 0.4 0.6
H -0.4 -0.1 0.0
H 0.0 -0.2 0.4
H 0.5 -0.7 -0.1
H 1.2 0.2 -0.5
H -0.1 -0.2 -0.5
H 1.1 0.9 1.0
C -0.9 1.0 -0.1
C 2.0 1.2 -0.9
C -0.3 -1.7 -0.5
O 1.8 -0.9 -0.1
H 0.5 -0.8 -0.2
H 0.1 0.4 1.2
H 0.2 -0.5 0.1
H -0.9 0.0 0.3
H -1.1 0.8 0.1
H 0.1 -0.4 -0.4
H 0.7 0.7 0.9
H -2.0 0.2 -0.3
C -2.4 -0.8 0.2
C -1.3 -0.3 0.1
C 0.9 -0.1 0.2
O 1.8 0.5 -0.1
H 1.3 0.2 -0.2
H 0.1 0.3 -0.5
H 0.4 0.0 0.2
H 0.4 0.0 0.4
H 0.4 -0.5 -0.2
H -0.3 0.2 0.7
H 0.0 0.6 -0.3
H -1.4 -0.2 -0.3
C -0.8 0.3 -1.1
C 1.4 -1.3 0.0
C -1.4 -1.9 -1.5
O -0.7 -2.0 -0.9
H -0.1 0.5 0.5
H -0.6 0.4 0.3
H 0.5 0.0 0.1
H 0.4 0.3 0.6
H -0.6 0.4 0.5
H 1.1 1.9 1.2
H 0.4 -0.1 -0.1
H 0.3 1.5 0.5
C -0.5 0.2 1.1
C 0.4 2.0 1.5
C -0.6 0.7 0.4
O -0.5 -1.6 0.0
H -0.3 -0.1 -0.1
H -0.1 0.6 0.3
H 0.5 -0.6 0.3
H -0.3 -0.1 -0.7
H 0.4 -0.1 0.3
H 0.3 -0.7 -0.3
H 0.2 0.0 -0.5
H 0.6 -0.2 -2.1